Entry 1:
DFT (ωB97M-V/def2-TZVPD) results for a structure of composition C9H18N2P.

Properties
Strongest force on any atom ... 4.829 eV/A
HOMO energy ... -12.785 eV
Molecular weight ... 185.23 g/mol
Lowest unoccupied orbital energy ... -2.799 eV
DFT total energy ... -804.1750 Ha
Charge ... +1

Last column: natural (NBO) charge in e.
Geometry (Å):
C -2.357 -0.528 -0.985  -0.08
C -1.167 -0.537 -1.614  -0.10
C -2.662 -0.496 0.458  -0.49
C -1.484 -0.933 1.360  -0.40
C -0.453 0.193 1.552  -0.52
C 2.558 -0.727 -0.700  -0.44
C 2.713 0.322 0.349  -0.26
C 1.037 -1.187 -0.678  -0.22
C -0.104 0.783 0.200  0.12
N 1.686 1.417 0.184  -0.65
N 0.095 -0.068 -0.969  -0.55
P -1.012 2.211 -0.468  0.28
H -3.236 -0.420 -1.588  0.25
H -1.100 -0.647 -2.685  0.24
H -3.127 0.561 0.784  0.26
H -3.278 -1.423 0.627  0.27
H -1.975 -1.434 2.222  0.25
H -0.914 -1.793 0.891  0.20
H -1.000 1.037 1.980  0.25
H 0.486 -0.226 1.950  0.24
H 2.729 -0.282 -1.749  0.22
H 3.199 -1.627 -0.639  0.26
H 2.408 -0.193 1.383  0.16
H 3.803 0.779 0.511  0.26
H 0.889 -1.803 -1.599  0.24
H 0.763 -1.694 0.302  0.23
H 1.721 1.873 1.075  0.37
H 0.727 0.652 -1.451  0.51
H -0.074 2.938 -1.270  0.05
H -0.874 3.252 0.563  0.04

Entry 2:
DFT (ωB97M-V/def2-TZVPD) results for a structure of composition C25H20ClCoN3O2.

Properties
Strongest force on any atom ... 2.129 eV/A
HOMO energy (spin up / spin down) ... -6.189 / -6.988 eV
Molecular weight ... 488.84 g/mol
Lowest unoccupied orbital energy (spin up / spin down) ... -1.292 / -1.242 eV
<S²> ... 0.76
DFT total energy ... -3122.3645 Ha
Multiplicity ... 2

Last column: Löwdin spin population.
Geometry (Å):
Co -0.133 0.018 -0.290  0.84
Cl 6.711 2.073 -0.034  0.00
C 5.143 1.371 -0.255  0.00
C 4.960 0.415 -1.253  0.00
C 3.725 -0.175 -1.388  0.00
C 2.642 0.166 -0.559  0.00
O 1.515 -0.455 -0.738  0.02
C 2.819 1.210 0.408  0.00
C 1.725 1.723 1.152  0.01
N 0.513 1.213 1.133  0.00
C -0.551 1.750 1.817  0.00
C -0.547 2.826 2.711  0.00
C -1.732 3.241 3.303  0.00
C -2.929 2.596 3.071  0.00
C -2.979 1.495 2.200  0.00
C -4.148 0.757 1.917  0.01
C -4.078 -0.293 1.026  0.00
C -2.871 -0.606 0.420  0.01
N -1.744 0.077 0.657  0.00
C -1.783 1.099 1.549  0.00
C 4.102 1.769 0.552  0.00
H 5.775 0.154 -1.910  0.00
H 3.554 -0.920 -2.151  0.00
H 1.908 2.639 1.706  0.00
H 0.363 3.361 2.932  0.00
H -1.712 4.098 3.961  0.00
H -3.846 2.928 3.536  0.00
H -5.072 1.004 2.418  0.00
H -4.944 -0.893 0.793  0.00
H -2.786 -1.454 -0.241  0.00
H 4.270 2.518 1.311  0.00
C -1.420 -2.121 -2.563  0.00
O -0.672 -1.858 -1.390  0.01
H -1.548 -3.199 -2.700  0.00
H -0.942 -1.702 -3.451  0.00
H -2.397 -1.659 -2.438  0.00
H 0.209 -2.242 -1.487  0.00
C -0.332 1.484 -1.885  0.03
C -0.526 2.761 -1.267  0.01
C -1.805 3.176 -0.834  0.01
C -2.010 4.407 -0.267  0.00
C -0.936 5.296 -0.124  0.01
C 0.349 4.895 -0.518  0.00
C 0.547 3.657 -1.074  0.01
C -1.154 6.603 0.344  0.00
N -1.351 7.684 0.680  0.01
H 0.587 1.418 -2.461  0.00
H -1.204 1.116 -2.423  0.00
H -2.644 2.508 -0.967  0.00
H -2.996 4.708 0.056  0.00
H 1.167 5.591 -0.413  0.00
H 1.535 3.359 -1.391  0.00

Entry 3:
DFT (ωB97M-V/def2-TZVPD) results for a cluster of 2 separate species, C5H11N2 in total.

Properties
Strongest force on any atom ... 0.435 eV/A
HOMO energy ... -13.555 eV
Molecular weight ... 99.16 g/mol
Lowest unoccupied orbital energy ... -3.209 eV
DFT total energy ... -306.3051 Ha
Charge ... +1

Last column: natural (NBO) charge in e.
Geometry (Å):
C -0.349 -1.995 0.379  -0.07
C 0.403 -2.614 1.254  -0.33
N -1.164 -0.833 0.770  -0.72
H -0.340 -2.189 -0.681  0.24
H 1.002 -3.446 0.908  0.25
H 0.472 -2.335 2.299  0.22
H -0.937 -0.550 1.725  0.44
H -1.008 0.001 0.151  0.48
H -2.168 -1.023 0.730  0.44
C 0.515 0.912 -1.367  -0.09
C 1.692 1.044 -0.775  -0.40
C -0.726 2.652 -0.491  0.03
N -0.719 1.451 -0.893  -0.51
H 0.401 0.304 -2.256  0.22
H 1.851 1.697 0.074  0.21
H 2.537 0.517 -1.197  0.23
H -1.629 3.125 -0.119  0.19
H 0.169 3.281 -0.511  0.18

Entry 4:
DFT (ωB97M-V/def2-TZVPD) results for a cluster of 8 separate species, C29H78Cl3N7O7 in total.

Properties
Strongest force on any atom ... 3.709 eV/A
Structure (SMILES) ... COC[C@H](C)N.COC[C@H](C)N.COC[C@H](C)N.COC[C@H](C)N.COC[C@H](C)N.COC[C@H](C)N.COC[C@H](C)N.ClC(Cl)Cl
HOMO energy ... -8.741 eV
Molecular weight ... 743.34 g/mol
Lowest unoccupied orbital energy ... 0.521 eV
DFT total energy ... -3442.0521 Ha

Last column: Mulliken charge in e.
Geometry (Å):
C -3.339 -4.369 4.386  -0.81
O -3.899 -3.662 3.288  -0.34
C -3.616 -4.293 2.064  -0.48
C -4.335 -3.540 0.916  0.20
C -4.206 -4.398 -0.409  -1.37
N -3.873 -2.184 0.636  -0.42
H -3.300 -3.718 5.202  0.29
H -2.350 -4.626 4.083  0.34
H -3.969 -5.239 4.616  0.29
H -2.566 -4.216 1.775  0.16
H -3.931 -5.358 2.085  0.41
H -5.375 -3.396 1.147  0.42
H -4.742 -3.951 -1.281  0.29
H -4.650 -5.351 -0.188  0.45
H -3.114 -4.523 -0.606  0.30
H -2.962 -2.203 0.245  0.10
H -3.838 -1.693 1.559  0.27
C -7.452 3.893 -2.161  -0.69
O -6.924 2.592 -2.254  -0.36
C -5.488 2.426 -2.176  -0.87
C -5.139 1.020 -1.616  0.92
C -5.767 -0.066 -2.509  -1.19
N -5.630 0.939 -0.250  -0.75
H -6.839 4.500 -1.432  0.27
H -8.523 3.977 -1.839  0.23
H -7.573 4.351 -3.160  0.27
H -5.068 2.649 -3.145  0.33
H -5.115 3.128 -1.429  0.55
H -4.047 0.971 -1.679  -0.20
H -6.857 0.167 -2.446  0.31
H -5.626 -1.104 -2.057  0.14
H -5.537 -0.075 -3.550  0.37
H -6.588 1.321 -0.298  0.33
H -5.765 -0.030 0.061  0.21
C 5.529 -1.254 1.923  -0.83
O 4.620 -0.318 2.550  -0.29
C 4.362 -0.845 3.847  -0.74
C 3.550 0.120 4.758  0.57
C 4.324 1.375 5.081  -1.51
N 3.242 -0.556 5.992  -0.64
H 5.023 -2.247 1.792  0.18
H 6.483 -1.396 2.471  0.42
H 5.804 -0.778 0.974  0.32
H 3.710 -1.701 3.715  0.24
H 5.320 -1.166 4.310  0.47
H 2.664 0.473 4.265  0.27
H 3.731 2.045 5.690  0.37
H 4.601 1.800 4.131  0.29
H 5.268 1.125 5.610  0.36
H 2.593 -1.353 5.982  0.23
H 4.072 -0.741 6.505  0.23
C -2.146 2.894 -4.896  -0.09
O -1.585 1.629 -4.644  -0.45
C -1.548 1.295 -3.309  -0.66
C -0.225 1.663 -2.610  1.74
C 0.754 0.662 -3.145  -1.63
N -0.341 1.496 -1.179  0.15
H -1.567 3.687 -4.458  -0.07
H -3.104 2.991 -4.465  0.04
H -2.133 2.954 -5.973  0.33
H -2.370 1.896 -2.816  -0.06
H -1.673 0.272 -3.123  0.57
H 0.041 2.683 -2.922  -0.74
H 0.601 -0.377 -2.840  0.20
H 1.770 0.972 -2.820  0.24
H 0.680 0.708 -4.193  0.71
H 0.508 1.185 -0.773  -0.18
H -0.731 2.357 -0.734  0.22
C 2.191 4.028 -2.416  -0.63
O 1.091 4.714 -1.959  0.14
C 0.875 5.868 -2.731  -0.72
C -0.255 6.716 -2.142  0.59
C -1.489 5.887 -2.045  -1.17
N -0.409 7.963 -2.931  -0.71
H 2.235 3.061 -1.914  -0.22
H 3.118 4.586 -2.148  0.35
H 2.110 3.855 -3.487  0.43
H 1.817 6.427 -2.797  0.29
H 0.552 5.522 -3.734  0.23
H 0.041 7.076 -1.163  0.22
H -1.188 5.116 -1.311  0.20
H -1.836 5.411 -2.963  0.12
H -2.318 6.450 -1.640  0.42
H -0.521 7.836 -3.942  0.26
H 0.464 8.458 -2.745  0.28
C 2.766 0.507 0.427  0.08
O 1.614 -0.220 0.136  -0.34
C 1.427 -1.221 1.077  0.60
C -0.062 -1.588 1.091  0.28
C -0.349 -2.600 2.263  -0.83
N -0.676 -2.029 -0.133  -0.42
H 3.568 -0.136 0.790  -0.13
H 2.566 1.269 1.196  -0.04
H 2.984 1.087 -0.455  0.22
H 2.127 -2.126 0.800  -0.48
H 1.785 -0.870 2.088  -0.17
H -0.608 -0.636 1.358  0.18
H -1.450 -2.766 2.305  0.06
H -0.045 -2.259 3.294  0.37
H 0.289 -3.448 2.074  0.01
H -0.715 -1.215 -0.786  0.11
H -0.197 -2.815 -0.591  0.23
C 2.213 -6.337 0.774  -0.22
O 3.610 -6.139 0.750  -0.39
C 3.886 -4.923 0.191  -0.13
C 5.370 -4.857 -0.201  0.35
C 6.293 -5.118 1.017  -1.15
N 5.587 -3.585 -0.929  -0.52
H 1.778 -5.434 1.135  -0.16
H 1.913 -7.238 1.417  0.23
H 1.955 -6.575 -0.259  0.31
H 3.301 -4.801 -0.777  0.34
H 3.523 -4.125 0.838  -0.29
H 5.505 -5.790 -0.876  0.24
H 5.842 -5.977 1.503  0.36
H 6.433 -4.280 1.793  0.15
H 7.302 -5.426 0.666  0.38
H 5.125 -3.683 -1.812  0.25
H 6.586 -3.491 -1.102  0.24
Cl 0.825 3.277 2.672  -0.12
C 1.659 4.422 1.641  0.98
Cl 3.380 4.185 1.589  -0.13
Cl 1.363 6.128 2.167  -0.17
H 1.220 4.368 0.659  -0.62

Entry 5:
DFT (ωB97M-V/def2-TZVPD) results for a structure of composition C31H28BrF5N3PtS2Si.

Properties
Strongest force on any atom ... 0.354 eV/A
HOMO energy (spin up / spin down) ... -3.720 / -4.820 eV
Molecular weight ... 904.78 g/mol
Lowest unoccupied orbital energy (spin up / spin down) ... 1.990 / 1.989 eV
<S²> ... 2.01
DFT total energy ... -5640.9380 Ha
Charge ... -1
Multiplicity ... 3

Last column: Löwdin spin population.
Geometry (Å):
Pt 0.025 -1.398 0.538  1.05
C 1.222 -0.265 1.812  0.12
Si 0.844 1.510 1.633  0.06
C 1.100 2.032 -0.178  0.00
N 0.344 1.229 -1.147  0.05
C -1.089 1.565 -1.185  0.01
C -1.571 1.967 -2.576  0.00
C -0.645 3.027 -3.169  0.00
C 0.811 2.514 -3.238  0.00
C 0.948 1.198 -2.470  0.00
C -0.869 2.038 2.194  0.01
C -1.258 3.378 2.075  0.00
C -2.517 3.804 2.470  0.00
C -3.419 2.889 3.004  0.00
C -3.051 1.560 3.138  0.00
C -1.786 1.138 2.738  0.01
C 2.058 2.619 2.585  0.01
C 1.703 3.305 3.749  0.00
C 2.620 4.086 4.442  0.00
C 3.924 4.201 3.983  0.00
C 4.306 3.523 2.833  0.00
C 3.383 2.742 2.151  0.00
H 1.219 -0.614 2.847  0.00
H 2.247 -0.390 1.432  0.02
H 2.165 1.877 -0.380  0.00
H 0.924 3.117 -0.293  0.00
H -1.274 2.405 -0.509  0.00
H -1.682 0.729 -0.797  0.01
H -2.591 2.350 -2.491  0.00
H -1.621 1.096 -3.238  0.00
H -0.697 3.918 -2.535  0.00
H -0.995 3.329 -4.158  0.00
H 1.495 3.255 -2.819  0.00
H 1.121 2.356 -4.275  0.00
H 1.998 0.920 -2.358  0.00
H 0.480 0.392 -3.044  0.00
H -0.561 4.105 1.667  0.00
H -2.796 4.846 2.367  0.00
H -4.403 3.218 3.316  0.00
H -3.746 0.841 3.555  0.00
H -1.519 0.090 2.839  0.00
H 0.689 3.228 4.126  0.00
H 2.315 4.603 5.344  0.00
H 4.641 4.810 4.520  0.00
H 5.325 3.595 2.473  0.00
H 3.711 2.206 1.267  0.00
F -0.348 -8.410 -2.212  0.00
C 0.047 -7.249 -1.667  0.00
C 1.388 -6.915 -1.611  0.00
F 2.303 -7.759 -2.111  0.00
C 1.776 -5.715 -1.049  0.01
F 3.093 -5.459 -1.045  0.01
C 0.879 -4.781 -0.512  0.04
S 1.549 -3.304 0.159  0.22
C -0.456 -5.163 -0.587  0.00
F -1.432 -4.380 -0.103  0.00
C -0.871 -6.361 -1.150  0.00
F -2.178 -6.663 -1.191  0.00
S -1.250 -2.497 2.392  0.21
C -0.077 -2.731 3.577  0.03
N 0.714 -2.903 4.405  0.04
Br -2.955 -2.833 -5.507  0.00
C -2.159 -2.454 -3.839  0.00
C -0.786 -2.506 -3.703  0.00
C -0.246 -2.220 -2.458  0.01
N -0.997 -1.898 -1.405  0.03
C -2.321 -1.862 -1.554  0.01
C -2.955 -2.129 -2.756  0.00
H -0.144 -2.770 -4.530  0.00
H 0.821 -2.271 -2.278  0.00
H -2.895 -1.616 -0.669  0.00
H -4.031 -2.096 -2.831  0.00

What did the second record say?
DFT (ωB97M-V/def2-TZVPD) results for a structure of composition C25H20ClCoN3O2.

Properties
Strongest force on any atom ... 2.129 eV/A
HOMO energy (spin up / spin down) ... -6.189 / -6.988 eV
Molecular weight ... 488.84 g/mol
Lowest unoccupied orbital energy (spin up / spin down) ... -1.292 / -1.242 eV
<S²> ... 0.76
DFT total energy ... -3122.3645 Ha
Multiplicity ... 2

Last column: Löwdin spin population.
Geometry (Å):
Co -0.133 0.018 -0.290  0.84
Cl 6.711 2.073 -0.034  0.00
C 5.143 1.371 -0.255  0.00
C 4.960 0.415 -1.253  0.00
C 3.725 -0.175 -1.388  0.00
C 2.642 0.166 -0.559  0.00
O 1.515 -0.455 -0.738  0.02
C 2.819 1.210 0.408  0.00
C 1.725 1.723 1.152  0.01
N 0.513 1.213 1.133  0.00
C -0.551 1.750 1.817  0.00
C -0.547 2.826 2.711  0.00
C -1.732 3.241 3.303  0.00
C -2.929 2.596 3.071  0.00
C -2.979 1.495 2.200  0.00
C -4.148 0.757 1.917  0.01
C -4.078 -0.293 1.026  0.00
C -2.871 -0.606 0.420  0.01
N -1.744 0.077 0.657  0.00
C -1.783 1.099 1.549  0.00
C 4.102 1.769 0.552  0.00
H 5.775 0.154 -1.910  0.00
H 3.554 -0.920 -2.151  0.00
H 1.908 2.639 1.706  0.00
H 0.363 3.361 2.932  0.00
H -1.712 4.098 3.961  0.00
H -3.846 2.928 3.536  0.00
H -5.072 1.004 2.418  0.00
H -4.944 -0.893 0.793  0.00
H -2.786 -1.454 -0.241  0.00
H 4.270 2.518 1.311  0.00
C -1.420 -2.121 -2.563  0.00
O -0.672 -1.858 -1.390  0.01
H -1.548 -3.199 -2.700  0.00
H -0.942 -1.702 -3.451  0.00
H -2.397 -1.659 -2.438  0.00
H 0.209 -2.242 -1.487  0.00
C -0.332 1.484 -1.885  0.03
C -0.526 2.761 -1.267  0.01
C -1.805 3.176 -0.834  0.01
C -2.010 4.407 -0.267  0.00
C -0.936 5.296 -0.124  0.01
C 0.349 4.895 -0.518  0.00
C 0.547 3.657 -1.074  0.01
C -1.154 6.603 0.344  0.00
N -1.351 7.684 0.680  0.01
H 0.587 1.418 -2.461  0.00
H -1.204 1.116 -2.423  0.00
H -2.644 2.508 -0.967  0.00
H -2.996 4.708 0.056  0.00
H 1.167 5.591 -0.413  0.00
H 1.535 3.359 -1.391  0.00

> Which of these has the highest molecular weight?

C31H28BrF5N3PtS2Si

What did the third record say?
DFT (ωB97M-V/def2-TZVPD) results for a cluster of 2 separate species, C5H11N2 in total.

Properties
Strongest force on any atom ... 0.435 eV/A
HOMO energy ... -13.555 eV
Molecular weight ... 99.16 g/mol
Lowest unoccupied orbital energy ... -3.209 eV
DFT total energy ... -306.3051 Ha
Charge ... +1

Last column: natural (NBO) charge in e.
Geometry (Å):
C -0.349 -1.995 0.379  -0.07
C 0.403 -2.614 1.254  -0.33
N -1.164 -0.833 0.770  -0.72
H -0.340 -2.189 -0.681  0.24
H 1.002 -3.446 0.908  0.25
H 0.472 -2.335 2.299  0.22
H -0.937 -0.550 1.725  0.44
H -1.008 0.001 0.151  0.48
H -2.168 -1.023 0.730  0.44
C 0.515 0.912 -1.367  -0.09
C 1.692 1.044 -0.775  -0.40
C -0.726 2.652 -0.491  0.03
N -0.719 1.451 -0.893  -0.51
H 0.401 0.304 -2.256  0.22
H 1.851 1.697 0.074  0.21
H 2.537 0.517 -1.197  0.23
H -1.629 3.125 -0.119  0.19
H 0.169 3.281 -0.511  0.18